The following is a DFT calculation (ωB97M-V with the def2-TZVPD basis set) of a 6-piece molecular cluster, C37H40N5O10P overall in a non-equilibrium geometry.

Last columns: bonded neighbours and bond lengths (Å).
Geometry (Å):
1 P -1.33798 0.00027 -2.68952  C22 1.945, C44 1.905, H83 1.433, H90 1.452, H92 1.434
2 O 4.29508 0.56851 7.49941  N12 1.225
3 O -4.95606 0.30000 0.91778  N15 1.226
4 O 4.21987 -6.22957 -1.02838  N16 1.226
5 O -6.18787 0.75108 2.64543  N15 1.225
6 O 2.93863 1.85377 1.54746  N13 1.226
7 O -8.44095 -2.06441 -5.59171  N14 1.225
8 O -7.90221 -1.46131 -7.60439  N14 1.226
9 O 5.79794 -5.19978 0.04643  N16 1.226
10 O 3.74611 1.67754 -0.45756  N13 1.226
11 O 4.87629 1.15832 5.49410  N12 1.227
12 N 4.14542 0.56838 6.28328  O2 1.225, O11 1.227, C27 1.466
13 N 3.73624 2.16187 0.66874  O6 1.226, O10 1.226, C20 1.465
14 N -7.64217 -1.64398 -6.42036  O7 1.225, O8 1.226, C32 1.466
15 N -5.38864 0.04911 2.03746  O3 1.226, O5 1.225, C23 1.466
16 N 4.76511 -5.21300 -0.61413  O4 1.226, O9 1.226, C31 1.466
17 C -3.50773 -3.12428 2.69109  C38 1.393, C41 1.392, H67 1.086
18 C 0.97561 2.86533 -1.19220  C40 1.637, H55 1.164, H68 1.148, H79 1.160
19 C 0.91410 -1.66559 4.68961  C30 1.393, C45 1.392, H70 1.087
20 C 4.74735 3.17238 0.98788  N13 1.465, C25 1.395, C42 1.396
21 C -4.92497 -2.65443 4.59000  C38 1.393, C39 1.392, H65 1.086
22 C -1.64855 -1.73421 -1.86600  P1 1.945, C33 1.328
23 C -4.91324 -1.17138 2.69520  N15 1.466, C39 1.395, C41 1.395
24 C 2.95538 -3.89634 -1.66574  C31 1.395, C52 1.392, H86 1.085
25 C 5.66057 3.56689 0.00965  C20 1.395, C50 1.392, H58 1.085
26 C -4.65598 -1.23071 -4.19548  C35 1.392, C46 1.392, H54 1.086
27 C 3.01948 -0.19182 5.73356  N12 1.466, C34 1.395, C48 1.395
28 C 5.77043 4.66223 2.57617  C42 1.392, C43 1.393, H87 1.086
29 C -5.35488 -0.81763 -6.86758  C32 1.395, C49 1.392, H63 1.085
30 C 1.09592 -1.59781 6.06882  C19 1.393, C34 1.392, H74 1.086
31 C 4.14284 -3.92525 -0.93413  N16 1.466, C24 1.395, C53 1.396
32 C -6.28437 -1.33368 -5.96393  N14 1.466, C29 1.395, C35 1.395
33 C -1.98501 -2.72316 -1.04624  C22 1.328, H62 1.158
34 C 2.15126 -0.85997 6.59721  C27 1.395, C30 1.392, H66 1.085
35 C -5.94036 -1.54682 -4.62900  C26 1.392, C32 1.395, H78 1.085
36 C -1.51050 2.81422 -2.28258  C40 1.613, C44 1.618, H60 1.158, H71 1.168
37 C -0.95196 4.32618 -0.23943  C40 1.648, H56 1.148, H57 1.166, H93 1.148
38 C -3.98021 -3.45859 3.95761  C17 1.393, C21 1.393, H81 1.087
39 C -5.39567 -1.50543 3.96063  C21 1.392, C23 1.395, H64 1.085
40 C -0.34126 3.72491 -1.64697  C18 1.637, C36 1.613, C37 1.648, H85 1.153
41 C -3.97461 -1.97886 2.05262  C17 1.392, C23 1.395, H89 1.086
42 C 4.79283 3.72021 2.27058  C20 1.396, C28 1.392, H73 1.085
43 C 6.68914 5.05406 1.60582  C28 1.393, C50 1.393, H82 1.086
44 C -1.01859 1.74236 -3.39062  P1 1.905, C36 1.618, H88 1.161, H91 1.168
45 C 1.77935 -0.99047 3.83264  C19 1.392, C48 1.392, H77 1.086
46 C -3.72773 -0.70569 -5.09087  C26 1.392, C49 1.392, H69 1.087
47 C 2.98828 -1.48600 -1.57679  C51 1.392, C52 1.393, H84 1.087
48 C 2.83578 -0.24796 4.35183  C27 1.395, C45 1.392, H80 1.085
49 C -4.07400 -0.50200 -6.42410  C29 1.392, C46 1.392, H59 1.086
50 C 6.63269 4.51173 0.32423  C25 1.392, C43 1.393, H75 1.086
51 C 4.16938 -1.52085 -0.84023  C47 1.392, C53 1.392, H72 1.085
52 C 2.37935 -2.67002 -1.98541  C24 1.392, C47 1.393, H61 1.086
53 C 4.75155 -2.74210 -0.51319  C31 1.396, C51 1.392, H76 1.085
54 H -4.37870 -1.39013 -3.15749  C26 1.086
55 H 1.82024 3.61582 -0.91102  C18 1.164
56 H -1.98412 3.89306 0.01405  C37 1.148
57 H -0.24851 4.01565 0.63671  C37 1.166
58 H 5.62994 3.15000 -0.99195  C25 1.085
59 H -3.34519 -0.09372 -7.11761  C49 1.086
60 H -2.36311 3.45979 -2.72717  C36 1.158
61 H 1.45675 -2.63648 -2.55686  C52 1.086
62 H -2.42199 -3.37169 -0.19172  C33 1.158
63 H -5.61156 -0.65387 -7.90913  C29 1.085
64 H -6.12953 -0.88599 4.46620  C39 1.085
65 H -5.29170 -2.92182 5.57608  C21 1.086
66 H 2.28327 -0.81816 7.67362  C34 1.085
67 H -2.77205 -3.75622 2.20253  C17 1.086
68 H 1.29998 2.08823 -1.97223  C18 1.148
69 H -2.72799 -0.45270 -4.74676  C46 1.087
70 H 0.09372 -2.24887 4.28034  C19 1.087
71 H -1.99230 2.22366 -1.39691  C36 1.168
72 H 4.63779 -0.59447 -0.52352  C51 1.085
73 H 4.08328 3.42382 3.03641  C42 1.085
74 H 0.41625 -2.12393 6.73191  C30 1.086
75 H 7.34991 4.82347 -0.42858  C50 1.086
76 H 5.67207 -2.75465 0.06135  C53 1.085
77 H 1.63177 -1.04569 2.75835  C45 1.086
78 H -6.65503 -1.95234 -3.92009  C35 1.085
79 H 0.73279 2.29683 -0.21041  C18 1.160
80 H 3.50218 0.27301 3.67206  C48 1.085
81 H -3.60927 -4.35048 4.45517  C38 1.087
82 H 7.45437 5.78565 1.84998  C43 1.086
83 H -2.74190 0.27655 -2.75893  P1 1.433
84 H 2.54025 -0.53005 -1.83454  C47 1.087
85 H -0.07476 4.62886 -2.31119  C40 1.153
86 H 2.47207 -4.81125 -1.99316  C24 1.085
87 H 5.81874 5.08963 3.57287  C28 1.086
88 H 0.06846 1.91009 -3.76069  C44 1.161
89 H -3.59762 -1.73014 1.06539  C41 1.086
90 H -0.48029 0.32007 -1.56257  P1 1.452
91 H -1.70197 1.89829 -4.32546  C44 1.168
92 H -0.73253 -0.67421 -3.80077  P1 1.434
93 H -1.03020 5.46811 -0.32290  C37 1.148

Output
Kohn-Sham gap: 8.52 eV
Net charge: 0
Total energy: -76211.98188 eV
SMILES string: O=[N+]([O-])c1ccccc1.O=[N+]([O-])c1ccccc1.O=[N+]([O-])c1ccccc1.O=[N+]([O-])c1ccccc1.O=[N+]([O-])c1ccccc1.C#C[PH3]CCC(C)C
LUMO: -1.03 eV
E_HOMO: -0.35120 Ha